1.
One molecule with the formula C15H18Cl2N2O3, computed with the ωB97M-V functional and the def2-TZVPD basis.

Each line ends with the Mulliken charge.
CARTESIAN COORDINATES (ANGSTROEM)
C 0.065 -2.894 -2.366  -1.3178
C 0.027 -2.332 -0.953  0.0843
H 0.127 -3.123 -0.208  0.3959
H 0.821 -1.591 -0.815  0.0891
O -1.234 -1.718 -0.673  -0.2897
C -1.375 -0.435 -0.976  0.3809
O -0.524 0.236 -1.508  -0.5933
C -2.762 0.078 -0.601  0.0311
C -2.811 1.602 -0.724  -0.9939
H -2.627 1.901 -1.756  0.4395
H -3.806 1.943 -0.439  0.3891
C -1.734 2.230 0.185  -0.7293
N -1.413 1.338 1.283  -0.0227
C -0.231 0.661 1.438  0.5156
O -0.170 -0.389 2.044  -0.6495
N 0.879 1.320 0.945  0.0382
C 2.141 0.797 0.724  0.9294
C 3.084 1.615 0.097  -0.9351
C 4.352 1.130 -0.159  0.2176
C 4.718 -0.162 0.182  -0.7619
C 3.769 -0.959 0.802  0.3158
C 2.496 -0.501 1.087  -0.9478
H 1.781 -1.132 1.589  0.7400
Cl 4.189 -2.575 1.232  -0.2297
H 5.707 -0.534 -0.028  0.4374
Cl 5.507 2.157 -0.927  -0.2200
H 2.826 2.623 -0.192  0.4019
H 0.745 2.255 0.592  0.1799
C -2.593 0.689 1.824  -0.9480
C -3.157 -0.335 0.826  -0.8638
H -2.756 -1.325 1.038  0.3443
H -4.243 -0.376 0.915  0.5277
H -3.323 1.474 2.036  0.3912
H -2.314 0.201 2.757  0.4333
H -2.091 3.183 0.593  0.3162
H -0.848 2.416 -0.419  0.3055
H -3.456 -0.380 -1.314  0.5696
H -0.030 -2.088 -3.090  0.2996
H -0.749 -3.600 -2.514  0.3179
H 1.011 -3.402 -2.527  0.4114

## Properties
E_HOMO, Eh: -0.315
Charge: 0
Structure (SMILES): CCOC(=O)C1CCN(C(=O)Nc2cc(Cl)cc(Cl)c2)CC1

2.
C31H39BiN3O as an isolated structure at a distorted geometry, computed with the ωB97M-V functional and the def2-TZVPD basis.

Each line ends with the Mulliken charge.
CARTESIAN COORDINATES (ANGSTROEM)
Bi 0.582 0.041 -0.336  0.7806
N 2.040 -1.964 2.927  -0.4817
N 3.272 1.459 0.426  -0.1173
C -2.147 0.814 -0.551  0.4879
C -1.855 1.048 0.842  0.3592
C -1.916 -0.216 1.516  0.5347
C -1.647 -0.462 2.953  -1.4831
H -1.710 0.469 3.527  0.4019
H -0.645 -0.890 3.120  0.0912
H -2.385 -1.165 3.365  0.4392
C -2.243 -1.212 0.557  0.8617
C -2.393 -2.661 0.842  -1.7892
H -3.423 -2.897 1.157  0.3000
H -1.728 -2.978 1.657  0.3707
H -2.171 -3.274 -0.042  0.3969
C -2.405 -0.586 -0.711  0.4529
C -2.749 -1.271 -1.978  -1.7073
H -2.158 -2.189 -2.121  0.2279
H -2.576 -0.623 -2.847  0.3584
H -3.814 -1.555 -1.980  0.3112
C -1.684 2.377 1.479  -1.4850
H -2.664 2.772 1.799  0.3451
H -1.250 3.118 0.790  0.0770
H -1.048 2.321 2.373  0.4406
C -2.232 1.854 -1.608  -1.0994
H -1.985 1.450 -2.601  0.2919
H -1.539 2.687 -1.418  -0.0210
H -3.251 2.272 -1.651  0.3168
C 2.480 -3.211 2.939  -0.2636
H 1.906 -3.888 3.620  0.3205
C 3.584 -3.662 2.173  -0.3889
H 3.902 -4.705 2.251  0.3408
C 4.240 -2.730 1.303  -0.5847
H 5.109 -3.067 0.716  0.3617
C 3.697 -1.466 1.167  -0.2512
H 4.147 -0.675 0.573  0.3396
C 2.473 -1.120 1.896  0.2652
C 1.648 -0.205 1.650  -0.3784
H 1.501 0.655 2.350  0.0742
C 2.353 1.530 -0.560  -0.7296
C 3.678 2.738 0.736  -1.4192
H 4.147 2.821 1.730  0.3688
C 3.234 3.633 -0.189  -0.0807
H 3.542 4.662 -0.286  0.7048
N 2.404 2.886 -1.049  0.5101
C 1.582 3.412 -2.043  -0.0456
C 0.930 4.634 -1.796  1.2823
C 0.137 5.228 -2.806  -1.1538
H -0.325 6.212 -2.619  0.2482
C -0.048 4.571 -4.031  1.0401
C -0.808 5.226 -5.141  -1.5758
H -1.401 4.484 -5.678  0.3724
H -0.128 5.704 -5.855  0.2929
H -1.463 5.990 -4.724  0.3676
C 0.503 3.291 -4.226  -1.0720
H 0.321 2.735 -5.157  0.3194
C 1.355 2.723 -3.250  1.8080
C 1.995 1.400 -3.530  -1.7376
H 3.035 1.340 -3.181  0.3434
H 2.013 1.244 -4.620  0.5360
H 1.446 0.537 -3.109  0.1578
C 0.987 5.277 -0.446  -1.7021
H 1.996 5.597 -0.158  0.3326
H 0.609 4.628 0.366  0.2243
H 0.373 6.187 -0.458  0.3725
C 1.976 -3.216 -3.486  -1.4819
C 1.396 -2.716 -2.209  1.0183
C 1.463 -3.644 -1.053  -1.0959
O 0.871 -1.578 -2.161  -0.6290
H 3.036 -3.464 -3.343  0.3917
H 1.883 -2.474 -4.285  0.2954
H 1.475 -4.144 -3.789  0.3740
H 1.014 -3.229 -0.142  0.0383
H 0.947 -4.578 -1.326  0.4835
H 2.518 -3.889 -0.861  0.3439

## Properties
E_HOMO (spin up / spin down), Eh: -0.071 / -0.070
Charge: -1

3.
A 4-piece molecular cluster, C27H61N3O4 overall at a distorted geometry, computed with the ωB97M-V functional and the def2-TZVPD basis.

Each line ends with the Mulliken charge.
CARTESIAN COORDINATES (ANGSTROEM)
C -11.609 1.481 9.211  -1.3896
C -11.978 2.845 9.776  -0.5123
C -13.488 2.864 9.823  -0.2454
C -14.054 3.866 10.815  -1.2169
N -15.478 3.680 11.203  0.3516
C -15.802 4.756 12.232  -0.5953
C -16.049 6.035 11.385  -0.5733
C -16.256 5.586 9.956  -0.9789
C -16.358 4.090 10.023  -0.6410
C -15.807 2.269 11.674  -1.1694
C -14.917 1.745 12.838  -0.4702
C -15.448 0.400 13.265  -1.3157
H -10.567 1.209 9.148  0.4638
H -12.087 1.332 8.251  0.2967
H -12.016 0.677 9.811  0.3563
H -11.608 3.602 9.095  0.3385
H -11.459 2.950 10.711  0.4297
H -13.894 1.917 10.075  0.1136
H -13.855 3.159 8.844  0.3211
H -13.933 4.921 10.571  0.6159
H -13.591 3.700 11.779  0.4763
H -16.690 4.467 12.807  0.3781
H -14.954 4.793 12.907  0.4480
H -16.886 6.654 11.811  0.3312
H -15.267 6.796 11.439  0.3478
H -17.187 5.938 9.491  0.4117
H -15.536 6.048 9.302  0.3550
H -17.359 3.789 10.383  0.5603
H -16.163 3.521 9.136  0.5607
H -15.684 1.679 10.789  0.2397
H -16.810 2.263 11.955  0.9475
H -14.768 2.519 13.588  0.4002
H -13.874 1.642 12.484  0.2778
H -14.676 0.014 14.010  0.3858
H -15.594 -0.347 12.537  0.2738
H -16.365 0.514 13.841  0.3579
C -18.193 -4.401 12.161  -1.2535
C -19.321 -3.326 12.450  -0.7393
C -20.245 -3.097 11.308  -0.2986
C -20.915 -1.789 11.435  -1.1589
N -22.186 -1.618 10.671  0.3382
C -22.567 -0.179 10.606  -0.5927
C -23.244 0.241 11.894  -0.6067
C -23.738 -1.120 12.477  -0.7071
C -23.270 -2.248 11.521  -0.4378
C -22.130 -2.219 9.251  -0.9060
C -21.290 -1.428 8.320  0.2037
C -20.812 -2.297 7.064  -1.3836
H -17.222 -3.959 11.783  0.2033
H -18.590 -5.218 11.547  0.3598
H -17.924 -4.824 13.110  0.4192
H -18.816 -2.396 12.704  0.4025
H -19.772 -3.537 13.443  0.4572
H -21.006 -3.896 11.291  0.4621
H -19.699 -3.153 10.353  0.1695
H -20.309 -1.006 10.970  0.4773
H -21.078 -1.607 12.509  0.3389
H -23.323 -0.122 9.772  0.4841
H -21.692 0.447 10.388  0.3594
H -24.065 0.956 11.659  0.3588
H -22.502 0.668 12.599  0.2852
H -24.834 -1.081 12.646  0.3888
H -23.345 -1.201 13.520  0.2955
H -24.128 -2.430 10.794  0.4209
H -22.912 -3.171 11.995  0.3353
H -23.166 -2.238 9.004  0.5369
H -21.768 -3.283 9.334  0.3725
H -20.456 -1.000 8.883  -0.1137
H -21.767 -0.578 7.860  0.4532
H -20.023 -3.049 7.408  0.2914
H -20.279 -1.683 6.340  0.4076
H -21.654 -2.866 6.683  0.3858
C -15.676 -2.710 5.671  -1.0853
C -14.388 -2.656 6.559  -0.1982
C -13.687 -1.267 6.386  -0.1051
O -13.335 -1.262 5.049  -0.4123
C -13.521 -0.104 4.308  -0.5996
N -14.694 -2.954 8.024  -0.5673
H -15.901 -2.036 9.168  0.3358
H -15.127 -3.864 8.177  0.2887
H -13.820 -2.950 8.599  0.2487
H -16.510 -2.030 6.009  0.1233
H -16.091 -3.693 5.356  0.3737
H -15.188 -2.391 4.718  0.3323
H -13.745 -3.388 6.173  0.3876
H -12.821 -1.293 7.040  0.3736
H -14.403 -0.461 6.574  0.0564
H -13.539 -0.445 3.265  0.2574
H -12.710 0.650 4.380  0.2900
H -14.492 0.419 4.617  0.2289
O -17.044 -0.373 7.888  -0.3171
C -17.094 -0.435 9.259  0.6144
O -16.148 -1.218 9.725  -0.3081
O -17.643 0.307 10.008  -0.5519
H -17.845 0.080 7.441  0.2940

## Properties
E_HOMO, Eh: -0.492
Charge: +2

The calculation returns the following ΔE to the lowest compared entry with this formula, charge and spin values, one per record and in order: 0.0 0.0 0.0 kcal/mol.